The following is a quantum chemistry calculation of a 2-piece molecular cluster, Br2H4P2Si overall in a non-equilibrium geometry, from OMol25.

Properties
highest occupied orbital energy = -8.5 eV
frontier orbital gap = 7.912 eV
structure (SMILES) = [H]/P=[Si](/P)Br.Br
molar mass = 253.9 g mol⁻¹
total charge = 0
E_tot = -166604.0818 eV
LUMO energy = -0.6 eV

XYZ file:
```
9
Br2H4P2Si (ωB97M-V/def2-TZVPD)
Si -0.479 1.418 -0.844
P -1.116 -0.591 0.007
P -0.861 3.318 -1.679
Br 1.992 -3.388 2.496
Br 1.687 1.012 -0.337
H -2.339 -0.662 -0.365
H -0.577 -1.403 -0.915
H 0.435 3.592 -2.045
H 1.258 -3.298 3.684
```

***

The following is a quantum chemistry calculation of a 2-piece molecular cluster, C13H14BF2N2O11P2S overall in a non-equilibrium geometry, from OMol25.

Properties
highest occupied orbital energy = -6.2 eV
frontier orbital gap = 6.497 eV
molar mass = 517.1 g mol⁻¹
total charge = -1
E_tot = -74733.2614 eV
LUMO energy = 0.3 eV

XYZ file:
```
46
C13H14BF2N2O11P2S (ωB97M-V/def2-TZVPD)
N -0.550 -0.839 4.257
P 0.605 -2.037 3.522
O -0.005 -3.644 3.806
C 0.653 -1.592 1.653
C -0.361 -2.335 0.603
C -0.388 -1.973 -0.995
C 0.611 -0.819 -1.588
C 0.521 -0.454 -3.183
C -1.010 0.024 -3.543
C -1.131 1.525 -4.192
O -0.213 1.706 -5.346
C 1.661 -0.095 -0.507
S 2.788 1.221 -1.239
C 1.732 -0.442 1.092
P 2.873 0.342 2.398
O 1.989 1.219 3.399
O 4.119 1.388 1.786
O 3.709 -0.873 3.391
C -1.513 -2.945 -1.680
O -2.234 -2.859 -2.800
N -1.598 -4.061 -0.617
C -1.523 -3.474 0.784
O -2.292 -3.835 1.814
H -0.351 0.043 3.701
H -1.527 -1.117 3.980
H -0.978 -3.510 4.087
H 0.854 -1.415 -3.808
H 1.236 0.411 -3.536
H -1.678 -0.035 -2.569
H -1.453 -0.795 -4.282
H -2.258 1.645 -4.560
H -0.955 2.314 -3.337
H -0.410 0.934 -5.965
H 2.683 2.443 -0.557
H 3.766 2.328 1.949
H 4.166 -1.515 2.751
H -0.874 -4.762 -0.888
B -1.202 4.173 1.629
O -1.480 2.893 2.291
C -1.349 1.932 1.366
O -1.513 0.743 1.587
C -0.992 2.518 0.103
O -0.799 1.916 -0.941
O -0.899 3.849 0.231
F -0.059 4.821 2.252
F -2.369 5.038 1.701
```

***

The following is a quantum chemistry calculation of C38H52BBr2KN4OS as an isolated structure in a non-equilibrium geometry, from OMol25.

Properties
highest occupied orbital energy = -5.4 eV
frontier orbital gap = 5.148 eV
molar mass = 822.6 g mol⁻¹
total charge = 0
E_tot = -216181.4337 eV
LUMO energy = -0.3 eV

XYZ file:
```
100
C38H52BBr2KN4OS (ωB97M-V/def2-TZVPD)
K 0.495 1.979 -1.366
Br 1.196 1.587 1.706
C 1.507 3.515 1.782
Br 1.828 4.489 0.064
H 2.400 3.682 2.377
H 0.634 3.974 2.236
C 6.998 1.344 2.046
C 5.915 1.152 3.098
C 4.522 1.078 2.468
N 4.273 -0.180 1.812
C 4.073 -0.336 0.494
S 4.031 0.923 -0.581
N 3.839 -1.599 0.007
C 3.910 -2.864 0.582
O 3.241 -3.763 0.107
C 4.848 -3.071 1.706
C 6.119 -2.486 1.735
C 6.988 -2.772 2.770
C 6.613 -3.650 3.778
C 5.362 -4.249 3.744
C 4.490 -3.975 2.709
H 7.979 1.432 2.504
H 6.810 2.249 1.474
H 7.012 0.504 1.358
H 5.927 1.988 3.798
H 6.094 0.237 3.667
H 4.412 1.860 1.711
H 3.758 1.215 3.242
H 4.220 -1.000 2.401
H 3.394 -1.601 -0.907
H 6.425 -1.828 0.934
H 7.967 -2.315 2.791
H 7.298 -3.873 4.584
H 5.074 -4.940 4.523
H 3.520 -4.446 2.653
C -2.505 3.830 0.515
C -3.057 3.187 1.784
C -4.551 2.909 1.602
C -2.343 1.933 2.247
C -1.845 1.935 3.546
C -1.285 0.810 4.117
C -1.228 -0.363 3.391
C -1.706 -0.407 2.090
C -1.662 -1.713 1.331
C -2.483 -2.772 2.072
C -0.225 -2.192 1.130
C -2.250 0.749 1.506
N -2.694 0.657 0.171
B -1.955 0.861 -1.048
N -2.804 0.250 -2.027
C -3.939 -0.268 -1.422
C -3.865 -0.039 -0.102
C -2.626 0.086 -3.410
C -3.460 0.785 -4.291
C -3.309 0.579 -5.653
C -2.347 -0.289 -6.132
C -1.515 -0.961 -5.258
C -1.640 -0.791 -3.887
C -0.779 -1.606 -2.945
C -1.226 -3.073 -2.976
C 0.711 -1.512 -3.277
C -4.507 1.752 -3.782
C -4.241 3.164 -4.308
C -5.913 1.272 -4.152
H -2.983 4.796 0.373
H -2.705 3.198 -0.343
H -1.432 3.991 0.578
H -2.949 3.914 2.600
H -4.715 2.266 0.743
H -5.081 3.844 1.435
H -4.959 2.428 2.488
H -1.918 2.845 4.126
H -0.905 0.849 5.130
H -0.812 -1.252 3.845
H -2.116 -1.574 0.348
H -2.026 -3.026 3.026
H -2.560 -3.681 1.480
H -3.487 -2.401 2.264
H 0.241 -2.414 2.088
H 0.365 -1.423 0.632
H -0.211 -3.093 0.521
H -4.698 -0.780 -1.984
H -4.549 -0.327 0.674
H -3.952 1.101 -6.346
H -2.244 -0.437 -7.196
H -0.772 -1.636 -5.656
H -0.922 -1.230 -1.926
H -1.148 -3.472 -3.986
H -2.260 -3.165 -2.647
H -0.600 -3.676 -2.317
H 0.932 -1.976 -4.235
H 1.290 -2.032 -2.515
H 1.028 -0.470 -3.323
H -4.444 1.792 -2.692
H -4.344 3.211 -5.388
H -3.233 3.479 -4.043
H -4.947 3.867 -3.873
H -6.058 1.262 -5.229
H -6.668 1.923 -3.718
H -6.080 0.265 -3.777
```

***

The following is a quantum chemistry calculation of C44H49GaN6S3 as an isolated structure, from OMol25.

Properties
highest occupied orbital energy = -6.5 eV
frontier orbital gap = 4.800 eV
molar mass = 827.8 g mol⁻¹
total charge = 0
E_tot = -140249.0328 eV
LUMO energy = -1.7 eV

XYZ file:
```
103
C44H49GaN6S3 (ωB97M-V/def2-TZVPD)
Ga -0.577 1.325 -0.365
C 4.191 5.349 0.334
C 3.426 5.197 -0.983
C 2.051 4.642 -0.785
C 0.878 5.313 -0.668
C 0.642 6.790 -0.666
C 0.465 7.355 0.747
C -0.154 4.322 -0.502
N 0.382 3.054 -0.500
C 1.745 3.239 -0.672
C 2.677 2.241 -0.695
C 2.405 0.891 -0.540
C 3.397 -0.132 -0.494
C 4.874 0.062 -0.635
C 5.596 0.096 0.713
C 2.735 -1.311 -0.288
C 1.343 -0.995 -0.246
C 0.338 -1.934 -0.191
C -1.004 -1.644 -0.055
N -1.547 -0.378 -0.151
C -2.911 -0.582 -0.152
C -3.852 0.429 -0.231
C -3.574 1.765 -0.296
N -2.299 2.312 -0.312
C -2.495 3.672 -0.333
C -1.493 4.614 -0.398
C -3.898 3.989 -0.321
C -4.566 2.806 -0.310
C -6.044 2.573 -0.306
C -6.594 2.304 1.097
C -4.456 5.376 -0.265
C -4.416 5.963 1.148
C -3.220 -1.969 -0.046
C -2.026 -2.633 0.025
C -1.791 -4.102 0.143
C -1.364 -4.516 1.554
C -4.593 -2.564 -0.044
C -5.108 -2.847 1.369
N 1.143 0.367 -0.378
C 3.327 -2.667 -0.086
C 3.275 -3.126 1.374
H 5.188 5.756 0.161
H 4.299 4.389 0.839
H 3.664 6.022 1.012
H 3.986 4.551 -1.663
H 3.351 6.167 -1.476
H -0.240 7.023 -1.267
H 1.484 7.286 -1.151
H -0.351 6.854 1.270
H 0.247 8.422 0.717
H 1.371 7.208 1.336
H 3.711 2.527 -0.825
H 5.081 0.982 -1.186
H 5.276 -0.750 -1.245
H 5.209 0.901 1.342
H 6.667 0.251 0.581
H 5.455 -0.842 1.251
H 0.638 -2.971 -0.107
H -4.893 0.137 -0.230
H -1.782 5.655 -0.401
H -6.281 1.733 -0.963
H -6.543 3.445 -0.731
H -6.122 1.428 1.544
H -7.670 2.132 1.068
H -6.405 3.153 1.755
H -5.486 5.360 -0.623
H -3.903 6.026 -0.948
H -5.014 5.359 1.832
H -4.807 6.980 1.161
H -3.396 5.985 1.536
H -1.035 -4.399 -0.590
H -2.709 -4.629 -0.125
H -0.409 -4.063 1.829
H -1.255 -5.599 1.620
H -2.099 -4.203 2.297
H -4.571 -3.492 -0.619
H -5.288 -1.904 -0.565
H -4.452 -3.549 1.885
H -6.109 -3.277 1.343
H -5.146 -1.931 1.961
H 4.362 -2.662 -0.433
H 2.797 -3.389 -0.702
H 3.794 -2.424 2.029
H 3.740 -4.106 1.480
H 2.245 -3.204 1.726
S 5.045 -5.628 -2.999
C 3.482 -5.096 -2.763
S 2.817 -3.831 -3.739
C 1.341 -3.810 -2.809
N 1.343 -4.710 -1.863
N 2.541 -5.431 -1.849
C 2.644 -6.385 -0.792
C 3.560 -7.431 -0.818
C 3.610 -8.325 0.243
C 2.761 -8.198 1.329
C 1.845 -7.156 1.346
C 1.781 -6.256 0.297
S 0.123 -2.653 -3.089
H 4.226 -7.546 -1.655
H 4.328 -9.135 0.206
H 2.809 -8.902 2.150
H 1.168 -7.038 2.183
H 1.067 -5.451 0.311
```

***

The following is a quantum chemistry calculation of C20H22N3O as an isolated structure in a non-equilibrium geometry, from OMol25.

Properties
highest occupied orbital energy = -10.9 eV
frontier orbital gap = 6.082 eV
molar mass = 320.4 g mol⁻¹
total charge = +1
E_tot = -27605.3499 eV
LUMO energy = -4.8 eV

XYZ file:
```
46
C20H22N3O (ωB97M-V/def2-TZVPD)
C 4.797 1.702 2.692
N 3.465 1.140 2.648
C 2.349 1.791 2.189
C 1.240 0.949 2.299
C -0.082 1.305 1.752
C -1.218 0.397 1.969
C -1.326 -0.920 1.523
N -2.554 -1.420 1.874
C -2.993 -2.772 1.620
C -3.273 -0.441 2.561
C -2.455 0.722 2.652
C -2.897 1.803 3.418
C -4.150 1.704 4.046
C -4.952 0.557 3.922
C -4.513 -0.544 3.170
C 1.702 -0.283 2.922
C 3.114 -0.137 3.077
C 3.936 -1.115 3.615
C 3.323 -2.298 4.055
C 1.931 -2.444 3.973
C 1.114 -1.439 3.433
H 5.486 0.949 3.082
H 5.122 2.001 1.687
H 4.826 2.588 3.339
H 2.404 2.820 1.843
H -0.367 2.322 2.055
H -0.573 -1.531 1.027
H -4.011 -2.891 1.995
H -2.971 -2.979 0.543
H -2.333 -3.497 2.117
H -2.263 2.687 3.522
H -4.519 2.535 4.648
H -5.922 0.513 4.416
H -5.102 -1.449 3.053
H 5.008 -0.953 3.676
H 3.933 -3.098 4.472
H 1.473 -3.363 4.339
H 0.033 -1.547 3.430
C -1.179 2.535 -0.759
N 0.097 1.937 -0.423
O 0.945 3.076 -0.158
H -1.822 1.771 -1.204
H -1.700 3.006 0.088
H -0.977 3.305 -1.509
H 0.105 1.343 0.455
H 1.748 2.857 -0.666
```

***

The following is a quantum chemistry calculation of a 2-piece molecular cluster, C5H10BrNO overall in a non-equilibrium geometry, from OMol25.

Properties
highest occupied orbital energy (spin up / spin down) = -7.6 / -6.4 eV
frontier orbital gap (spin up / spin down) = 8.218 / 6.443 eV
molar mass = 180.0 g mol⁻¹
total charge = 0
E_tot = -78922.8524 eV
LUMO energy (spin up / spin down) = 0.6 / 0.0 eV

XYZ file:
```
18
C5H10BrNO (ωB97M-V/def2-TZVPD)
C -1.742 0.109 -0.570
C 1.475 0.983 1.191
C 1.870 1.404 -1.312
C -2.496 -2.010 0.427
C 1.221 0.498 -0.245
N -1.572 -1.136 -0.327
O -2.292 1.166 -0.643
Br 1.523 -1.377 -0.118
H 2.548 1.235 1.479
H 0.961 1.885 1.424
H 1.026 0.300 1.824
H 1.688 2.529 -1.097
H 1.612 1.289 -2.477
H 2.951 1.091 -1.282
H -2.972 -1.420 1.263
H -3.264 -2.343 -0.261
H -1.946 -2.786 1.001
H -0.590 -1.418 -0.277
```